DFT (ωB97M-V/def2-TZVPD) results for a 3-piece molecular cluster, C31H56BrN3O4 overall.

CARTESIAN COORDINATES (ANGSTROEM)
C: -3.254 -0.164 -1.176
C: -4.185 0.535 -0.180
C: -4.133 -0.004 1.214
O: -5.117 -0.094 1.881
O: -2.924 -0.386 1.726
C: -2.361 0.606 2.596
C: -1.503 1.634 1.830
C: -0.035 1.773 2.240
C: 0.289 1.535 3.716
N: -0.611 2.214 4.648
C: -0.729 1.462 5.899
C: 0.430 3.181 1.757
Br: -0.598 4.729 2.231
C: 0.524 2.923 0.241
O: 0.350 3.693 -0.633
O: 0.809 1.624 0.052
C: 1.025 1.059 1.371
C: 1.340 -0.425 1.447
C: 0.253 -1.453 1.250
C: -0.290 -2.090 2.372
C: -1.271 -3.056 2.258
C: -1.726 -3.409 0.986
C: -1.169 -2.811 -0.136
C: -0.188 -1.852 -0.025
C: 0.405 -1.272 -1.285
H: -2.233 -0.082 -0.820
H: -3.286 0.343 -2.136
H: -3.513 -1.209 -1.305
H: -5.200 0.484 -0.554
H: -3.894 1.587 -0.166
H: -3.214 1.115 3.049
H: -1.827 0.121 3.406
H: -1.994 2.599 1.900
H: -1.562 1.350 0.782
H: 1.294 1.925 3.891
H: 0.323 0.459 3.914
H: -1.531 2.312 4.240
H: -1.172 2.067 6.682
H: 0.274 1.189 6.224
H: -1.270 0.518 5.773
H: 1.431 3.412 2.106
H: 1.968 1.513 1.692
H: 1.770 -0.572 2.433
H: 2.127 -0.618 0.717
H: 0.070 -1.827 3.360
H: -1.660 -3.511 3.156
H: -2.513 -4.145 0.912
H: -1.546 -3.120 -1.101
H: 1.483 -1.449 -1.281
H: 0.023 -1.807 -2.149
H: 0.270 -0.201 -1.378
C: -2.325 4.723 -7.099
C: -2.221 4.960 -5.600
N: -1.040 4.367 -5.004
C: -1.068 4.359 -3.549
C: -1.059 5.708 -2.818
C: 0.225 4.745 -5.608
C: 0.591 6.236 -5.645
H: -2.287 3.658 -7.329
H: -3.273 5.118 -7.468
H: -1.529 5.224 -7.651
H: -3.094 4.505 -5.124
H: -2.294 6.042 -5.409
H: -0.233 3.758 -3.186
H: -1.968 3.814 -3.243
H: -0.072 6.167 -2.825
H: -1.329 5.556 -1.772
H: -1.775 6.413 -3.242
H: 0.234 4.368 -6.634
H: 1.020 4.192 -5.103
H: -0.255 6.860 -5.938
H: 1.386 6.401 -6.376
H: 0.961 6.592 -4.685
C: 4.088 -7.670 2.774
C: 3.171 -7.090 1.708
N: 2.691 -5.759 2.024
C: 1.625 -5.310 1.147
C: 1.911 -5.087 -0.340
C: 3.714 -4.772 2.317
C: 4.768 -4.488 1.237
H: 3.598 -7.673 3.748
H: 4.343 -8.699 2.518
H: 5.024 -7.117 2.859
H: 2.299 -7.743 1.619
H: 3.690 -7.133 0.736
H: 1.198 -4.387 1.551
H: 0.825 -6.055 1.223
H: 2.448 -4.150 -0.502
H: 0.962 -5.009 -0.873
H: 2.503 -5.885 -0.789
H: 4.233 -5.081 3.228
H: 3.214 -3.837 2.586
H: 5.141 -5.404 0.776
H: 5.624 -3.977 1.683
H: 4.384 -3.842 0.449

Calculated values
- Charge: 0
- Calculated total energy: -115757.51534 eV
- SMILES string: CCC(=O)OCC[C@]1(CNC)[C@H](Br)C(=O)O[C@@H]1Cc1ccccc1C.CCN(CC)CC.CCN(CC)CC
- Highest occupied orbital energy: -7.8 eV
- Max |F|: 1.31 eV/Å
- Gap between HOMO and LUMO: 8.2 eV

DFT (ωB97M-V/def2-TZVPD) results for C31H56CrN9Si as an isolated structure.

CARTESIAN COORDINATES (ANGSTROEM)
Cr: -0.540 -0.523 -0.766
C: 0.208 -3.140 0.837
N: -0.014 -2.744 2.218
C: -0.320 -3.809 3.182
C: -0.096 -1.440 2.570
N: 0.216 -0.510 1.698
C: 0.182 0.884 2.017
C: 0.471 1.406 3.285
C: 0.254 2.734 3.609
C: -0.281 3.592 2.660
C: -0.440 3.134 1.368
C: -0.119 1.824 1.002
N: -0.140 1.413 -0.363
C: 0.195 2.212 -1.350
N: -0.103 1.850 -2.651
C: 0.779 2.271 -3.737
C: -1.460 1.541 -3.108
N: 0.904 3.362 -1.211
C: 2.010 3.526 -0.285
C: 0.538 4.553 -1.965
N: -0.506 -1.179 3.899
C: -1.889 -1.472 4.275
C: 0.461 -1.343 4.975
H: -0.018 -4.195 0.724
H: 1.231 -2.956 0.504
H: -0.469 -2.616 0.176
H: -0.114 -4.763 2.712
H: -1.365 -3.808 3.487
H: 0.308 -3.745 4.065
H: 0.877 0.758 4.040
H: 0.484 3.087 4.607
H: -0.539 4.614 2.913
H: -0.819 3.804 0.605
H: 1.780 2.472 -3.362
H: 0.411 3.160 -4.257
H: 0.835 1.463 -4.466
H: -2.064 1.130 -2.304
H: -1.407 0.811 -3.917
H: -1.949 2.443 -3.495
H: 2.252 2.581 0.190
H: 1.782 4.255 0.495
H: 2.884 3.876 -0.843
H: -0.366 4.375 -2.545
H: 1.341 4.872 -2.635
H: 0.333 5.370 -1.266
H: -2.506 -1.594 3.389
H: -2.296 -0.638 4.852
H: -1.969 -2.374 4.891
H: 1.479 -1.261 4.591
H: 0.364 -2.304 5.491
H: 0.312 -0.558 5.723
C: 5.784 -2.048 -2.202
C: 5.154 -0.693 -1.900
N: 3.939 -0.787 -1.080
C: 4.149 -0.968 0.355
C: 4.108 0.336 1.141
C: 2.702 -0.774 -1.613
C: 2.589 -0.767 -3.114
N: 1.605 -0.823 -0.921
H: 6.691 -1.917 -2.796
H: 5.093 -2.682 -2.764
H: 6.057 -2.573 -1.285
H: 4.926 -0.177 -2.827
H: 5.862 -0.063 -1.360
H: 5.123 -1.439 0.476
H: 3.414 -1.674 0.747
H: 4.835 1.050 0.744
H: 4.346 0.154 2.192
H: 3.113 0.784 1.102
H: 2.987 0.153 -3.545
H: 1.538 -0.850 -3.377
H: 3.134 -1.605 -3.552
H: 1.754 -0.801 0.087
C: -3.484 2.350 -0.769
Si: -3.663 0.658 0.038
C: -5.486 0.278 -0.155
C: -3.322 0.861 1.870
N: -2.551 -0.472 -0.683
C: -2.838 -1.648 -1.360
C: -4.049 -2.367 -1.301
C: -4.234 -3.510 -2.059
C: -3.230 -4.016 -2.886
C: -2.017 -3.356 -2.932
C: -1.826 -2.203 -2.178
H: -4.103 3.074 -0.222
H: -3.841 2.329 -1.805
H: -2.456 2.723 -0.764
H: -6.038 1.177 0.145
H: -5.825 -0.543 0.485
H: -5.761 0.047 -1.189
H: -3.346 1.918 2.162
H: -2.337 0.474 2.132
H: -4.074 0.334 2.469
H: -4.840 -2.020 -0.652
H: -5.186 -4.028 -2.002
H: -3.395 -4.904 -3.483
H: -1.217 -3.725 -3.565
H: -0.882 -1.668 -2.334

Calculated values
- Charge: +1
- Spin multiplicity: 5
- Calculated total energy: -82762.84487 eV
- Highest occupied orbital energy (alpha / beta): -9.3 / -9.5 eV
- Max |F|: 0.53 eV/Å
- Energy above the lowest of the compared OMol25 structures with the same formula, charge and spin: 1.4948 eV
- Gap between HOMO and LUMO (alpha / beta): 7.6 / 7.8 eV

DFT (ωB97M-V/def2-TZVPD) results for a 5-piece molecular cluster, C31H56F3N10O9 overall.

CARTESIAN COORDINATES (ANGSTROEM)
C: -3.119 -0.979 -0.868
C: -3.218 -2.352 -0.160
C: -3.364 -2.154 1.325
O: -4.329 -2.490 1.954
O: -2.308 -1.490 1.905
C: -1.930 -1.969 3.184
C: -1.458 -0.761 4.055
N: -1.263 0.467 3.274
C: -2.365 1.429 3.268
C: -3.115 1.534 1.944
N: -4.328 1.220 1.846
C: -0.099 0.610 2.665
N: 0.882 -0.298 2.713
C: 1.897 0.172 1.987
C: 3.193 -0.543 1.813
C: 3.034 -2.068 1.856
C: 3.179 -2.761 0.507
F: 3.825 -3.940 0.695
F: 3.908 -2.064 -0.380
F: 1.994 -3.062 -0.042
N: 1.575 1.345 1.462
C: 2.349 2.208 0.568
C: 1.703 2.287 -0.843
C: 2.654 1.866 -1.988
C: 2.520 2.780 -3.226
O: 3.678 3.612 -3.434
C: 3.621 4.781 -2.703
C: 4.356 4.774 -1.380
O: 3.042 5.738 -3.121
N: 0.312 1.666 1.894
N: -0.300 2.846 1.480
C: 0.032 3.846 2.159
O: 0.452 4.793 2.644
H: -2.094 -0.731 -1.146
H: -3.697 -0.996 -1.792
H: -3.531 -0.175 -0.261
H: -4.145 -2.806 -0.491
H: -2.336 -2.945 -0.389
H: -1.100 -2.673 3.109
H: -2.753 -2.428 3.725
H: -2.258 -0.525 4.755
H: -0.579 -1.009 4.644
H: -3.070 1.225 4.068
H: -1.946 2.418 3.492
H: -2.578 1.857 1.053
H: -4.687 0.897 2.748
H: 3.796 -0.254 2.679
H: 3.731 -0.183 0.942
H: 2.088 -2.371 2.298
H: 3.805 -2.478 2.505
H: 3.348 1.805 0.456
H: 2.391 3.206 1.001
H: 1.335 3.300 -1.007
H: 0.822 1.644 -0.888
H: 2.375 0.871 -2.338
H: 3.697 1.817 -1.677
H: 1.658 3.446 -3.131
H: 2.366 2.199 -4.131
H: 3.638 4.960 -0.583
H: 4.837 3.810 -1.220
H: 5.137 5.531 -1.395
C: -6.172 -4.562 -4.655
C: -5.660 -3.952 -3.372
O: -4.811 -3.073 -3.374
N: -6.184 -4.419 -2.208
C: -7.190 -5.450 -2.026
H: -5.664 -4.089 -5.489
H: -5.966 -5.633 -4.681
H: -7.245 -4.396 -4.759
H: -5.808 -3.975 -1.387
H: -8.053 -5.033 -1.504
H: -6.781 -6.262 -1.424
H: -7.516 -5.849 -2.980
C: -6.753 -1.184 3.857
C: -5.918 -0.563 4.948
O: -4.993 0.212 4.699
N: -6.209 -0.882 6.225
C: -7.251 -1.769 6.714
H: -6.391 -0.831 2.896
H: -6.661 -2.270 3.882
H: -7.800 -0.902 3.963
H: -5.612 -0.431 6.901
H: -7.924 -1.215 7.368
H: -6.801 -2.581 7.286
H: -7.822 -2.189 5.894
C: 2.287 7.861 -8.669
C: 3.052 6.570 -8.496
O: 3.246 5.804 -9.425
N: 3.523 6.283 -7.253
C: 3.391 7.060 -6.032
H: 1.981 7.945 -9.707
H: 1.396 7.869 -8.039
H: 2.915 8.717 -8.419
H: 4.023 5.409 -7.208
H: 4.386 7.310 -5.658
H: 2.878 6.461 -5.281
H: 2.836 7.975 -6.205
C: 9.178 -5.105 2.145
C: 8.160 -4.075 2.569
O: 8.286 -3.410 3.583
N: 7.069 -3.902 1.771
C: 6.721 -4.577 0.534
H: 9.977 -5.122 2.878
H: 8.725 -6.096 2.097
H: 9.599 -4.851 1.172
H: 6.437 -3.200 2.119
H: 6.629 -3.840 -0.265
H: 5.766 -5.080 0.657
H: 7.471 -5.309 0.252

Calculated values
- Charge: +1
- Calculated total energy: -74529.76986 eV
- Highest occupied orbital energy: -10.4 eV
- Max |F|: 1.65 eV/Å
- Gap between HOMO and LUMO: 7.4 eV

DFT (ωB97M-V/def2-TZVPD) results for C31H57BGeN6RuS6 as an isolated structure.

CARTESIAN COORDINATES (ANGSTROEM)
Ru: 0.194 -0.789 0.595
C: 4.744 3.904 1.389
C: 4.141 2.525 1.086
C: 4.064 2.385 -0.431
C: 5.006 1.411 1.676
N: 2.823 2.466 1.741
C: 2.670 2.898 3.037
C: 1.350 2.911 3.316
N: 0.673 2.467 2.215
B: -0.865 2.578 2.139
N: -1.287 2.866 0.680
C: -1.172 4.123 0.160
C: -1.643 4.100 -1.106
N: -2.053 2.821 -1.384
C: -1.805 2.075 -0.283
S: -2.060 0.397 -0.060
C: -2.612 2.488 -2.704
C: -3.785 3.438 -2.971
C: -3.114 1.052 -2.779
C: -1.497 2.691 -3.732
N: -1.629 1.357 2.701
C: -2.980 1.435 2.884
C: -3.412 0.254 3.377
N: -2.324 -0.575 3.502
C: -1.244 0.122 3.068
S: 0.397 -0.362 3.063
C: -2.416 -1.909 4.124
C: -1.233 -2.792 3.732
C: -2.466 -1.706 5.642
C: -3.694 -2.591 3.634
C: 1.589 2.154 1.275
S: 1.203 1.421 -0.218
H: 5.576 4.084 0.715
H: 5.118 3.990 2.405
H: 4.002 4.681 1.227
H: 5.061 2.527 -0.837
H: 3.412 3.143 -0.855
H: 3.709 1.407 -0.736
H: 6.007 1.452 1.258
H: 4.567 0.447 1.443
H: 5.082 1.505 2.756
H: 3.499 3.138 3.667
H: 0.837 3.205 4.208
H: -1.186 3.510 2.803
H: -0.776 4.935 0.734
H: -1.706 4.893 -1.817
H: -4.518 3.377 -2.171
H: -4.270 3.160 -3.902
H: -3.462 4.470 -3.065
H: -3.858 0.850 -2.014
H: -2.300 0.342 -2.667
H: -3.569 0.888 -3.752
H: -1.162 3.724 -3.757
H: -1.858 2.427 -4.721
H: -0.646 2.059 -3.491
H: -3.528 2.326 2.661
H: -4.408 -0.039 3.636
H: -0.320 -2.483 4.232
H: -1.079 -2.755 2.648
H: -1.434 -3.824 4.006
H: -1.569 -1.200 5.991
H: -2.538 -2.669 6.137
H: -3.328 -1.108 5.926
H: -3.720 -2.616 2.547
H: -4.589 -2.101 4.000
H: -3.710 -3.612 4.001
C: 4.861 -3.245 -1.272
C: 4.548 -1.773 -1.089
S: 2.956 -1.358 -0.294
C: 3.204 -1.904 1.429
C: 2.736 -3.314 1.743
S: 1.088 -3.721 1.077
C: 1.334 -4.119 -0.711
C: 2.553 -4.956 -1.074
S: 3.640 -4.145 -2.300
H: 4.973 -3.765 -0.322
H: 5.804 -3.318 -1.817
H: 4.491 -1.281 -2.059
H: 5.322 -1.289 -0.488
H: 2.615 -1.189 2.018
H: 4.264 -1.797 1.664
H: 2.608 -3.417 2.824
H: 3.441 -4.068 1.397
H: 1.340 -3.170 -1.251
H: 0.416 -4.654 -0.957
H: 2.244 -5.878 -1.567
H: 3.165 -5.226 -0.216
C: -4.670 -1.710 -0.097
Ge: -3.358 -2.875 -1.048
C: -3.358 -4.697 -0.229
C: -3.784 -3.056 -2.972
C: -1.574 -2.172 -0.840
H: -5.363 -2.296 0.495
H: -5.244 -1.135 -0.815
H: -4.152 -1.016 0.556
H: -4.380 -5.044 -0.108
H: -2.869 -4.725 0.739
H: -2.847 -5.395 -0.884
H: -4.730 -3.575 -3.088
H: -3.016 -3.641 -3.468
H: -3.862 -2.094 -3.464
H: -0.938 -1.959 -1.693
H: -1.088 -2.447 0.106

Calculated values
- Charge: +1
- Spin multiplicity: 2
- Calculated total energy: -166794.23330 eV
- Highest occupied orbital energy (alpha / beta): -9.8 / -9.9 eV
- Max |F|: 2.51 eV/Å
- Gap between HOMO and LUMO (alpha / beta): 6.8 / 7.0 eV

Q: The highest max |F| belongs to which entry?
A: C31H57BGeN6RuS6

Q: Look up the max |F| of the first one.
A: 1.31 eV/Å

Q: The highest calculated total energy belongs to which entry?
A: C31H56F3N10O9

Q: The lowest charge belongs to which entry?
A: C31H56BrN3O4